{"formula": "C19H16Cl2CoN4O3S3", "method": "ωB97M-V with the def2-TZVPD basis set", "symbols": ["Co", "Cl", "C", "C", "C", "Cl", "C", "C", "C", "C", "N", "C", "C", "O", "H", "H", "H", "H", "C", "N", "C", "S", "N", "C", "H", "H", "H", "H", "H", "H", "H", "H", "O", "S", "O", "N", "C", "S", "C", "C", "C", "C", "C", "C", "H", "H", "H", "H"], "coordinates": [[-0.1052, 0.9461, -0.4128], [-0.4813, 5.7884, 0.0181], [0.9591, 4.8451, -0.1590], [2.1963, 5.4973, -0.3540], [3.3513, 4.7895, -0.4797], [4.8601, 5.6318, -0.7170], [3.3351, 3.3746, -0.4169], [4.4669, 2.5298, -0.4912], [4.3074, 1.1768, -0.3918], [3.0146, 0.6398, -0.2543], [1.9481, 1.3938, -0.2015], [2.0875, 2.7493, -0.2515], [0.8705, 3.4750, -0.1083], [-0.2295, 2.7834, 0.0827], [2.2170, 6.5787, -0.4008], [5.4496, 2.9692, -0.6165], [5.1595, 0.5104, -0.4231], [2.8590, -0.4321, -0.1820], [-4.3769, -1.3677, 0.3209], [-3.7444, -0.3910, 1.2055], [-2.8380, 0.5152, 0.8214], [-2.4371, 0.8295, -0.8244], [-2.2747, 1.2552, 1.7791], [-2.4077, 1.0227, 3.2085], [-3.9306, -2.3521, 0.4683], [-4.2385, -1.0641, -0.7099], [-5.4427, -1.4159, 0.5365], [-3.6806, -0.6811, 2.1674], [-1.6185, 1.9584, 1.4631], [-3.4461, 0.8136, 3.4729], [-2.1110, 1.9284, 3.7291], [-1.7791, 0.1961, 3.5459], [0.8761, -2.5265, 1.8996], [-0.2128, -2.3181, 0.9921], [-1.5290, -2.1607, 1.5522], [0.1243, -1.0617, -0.0302], [0.2227, -1.4631, -1.2977], [0.4696, -0.3218, -2.4951], [0.0294, -2.9268, -1.4833], [0.0678, -3.6605, -2.6524], [-0.1247, -5.0348, -2.5677], [-0.3459, -5.6532, -1.3382], [-0.4023, -4.9115, -0.1657], [-0.2162, -3.5478, -0.2744], [0.2517, -3.1607, -3.5967], [-0.0967, -5.6349, -3.4690], [-0.4639, -6.7298, -1.2915], [-0.5899, -5.3824, 0.7932]], "total_energy_ha": -4676.17601, "spin_multiplicity": 2, "s2": 1.0922, "homo_lumo_gap_ev": [7.3, 7.5], "e_lumo_ev": [-0.39, -0.39]}

=====

{"formula": "C8H12Cl2N4", "method": "ωB97M-V with the def2-TZVPD basis set", "symbols": ["C", "C", "C", "C", "C", "C", "C", "C", "N", "N", "N", "N", "Cl", "Cl", "H", "H", "H", "H", "H", "H", "H", "H", "H", "H", "H", "H"], "coordinates": [[-3.7136, 1.8132, -0.4903], [-4.2056, -0.4478, -1.2036], [-2.4474, 1.6703, 0.1441], [-3.8631, -1.2957, -0.2321], [0.3204, 0.9803, 1.2883], [-0.2996, -1.2346, 0.1905], [1.5502, 1.0236, 0.3840], [0.9450, -1.1323, -0.6923], [-4.3268, 0.8737, -1.1306], [-1.8570, 0.5275, 0.0554], [-0.7228, 0.1572, 0.5278], [1.9795, -0.4117, 0.0075], [-1.7823, 3.1712, 0.6983], [-4.1849, -2.0813, 1.0915], [-3.9643, 2.8088, -0.7452], [-4.6772, -1.0326, -2.0228], [0.4287, 0.5782, 2.2871], [-0.1204, 1.9041, 1.4445], [-1.0101, -1.7454, -0.3440], [-0.2309, -1.6342, 1.1775], [1.4079, 1.6946, -0.4810], [2.4971, 1.3461, 0.8231], [1.1398, -2.1644, -0.8176], [0.6300, -0.6790, -1.5534], [2.9031, -0.2416, -0.3431], [2.0910, -1.0557, 0.8105]], "total_energy_ha": -1450.59691, "relative_energy_kcal_mol": 37.74, "spin_multiplicity": 1, "homo_lumo_gap_ev": 6.9, "charge": 2, "e_lumo_ev": -8.63}

=====

{"formula": "C20H44LiN6O12", "method": "ωB97M-V with the def2-TZVPD basis set", "symbols": ["Li", "C", "C", "C", "C", "N", "C", "C", "C", "C", "C", "H", "H", "H", "H", "H", "H", "H", "H", "H", "H", "H", "H", "H", "H", "H", "H", "H", "H", "H", "H", "C", "C", "C", "C", "N", "C", "C", "C", "C", "C", "C", "C", "H", "H", "H", "H", "H", "H", "H", "H", "H", "H", "H", "H", "H", "H", "H", "H", "H", "H", "H", "H", "H", "H", "H", "H", "N", "O", "O", "O", "N", "O", "O", "O", "N", "O", "O", "O", "N", "O", "O", "O"], "coordinates": [[-2.2626, -1.0553, 0.7197], [1.3929, 7.0451, 3.6328], [1.7580, 6.3799, 2.3208], [1.0837, 5.1003, 1.8925], [-0.4047, 5.2847, 1.8142], [-1.2225, 3.9136, 1.5999], [-2.7056, 4.1938, 1.1959], [-2.8956, 3.5272, -0.1508], [-1.8960, 2.3768, -0.1363], [-0.6928, 3.1118, 0.3863], [-1.1668, 3.1444, 2.8979], [1.6398, 6.3509, 4.4360], [0.3238, 7.2444, 3.7050], [1.8111, 8.0195, 3.8855], [2.8369, 6.2466, 2.2410], [1.4578, 7.0609, 1.5245], [1.3639, 4.2469, 2.5101], [1.4438, 5.0408, 0.8654], [-0.7135, 5.9399, 0.9997], [-0.7405, 5.6413, 2.7879], [-3.3599, 3.8793, 2.0090], [-2.8310, 5.2304, 0.8830], [-3.9019, 3.1583, -0.3490], [-2.6858, 4.1900, -0.9903], [-2.1004, 1.5110, 0.4935], [-1.6566, 2.1632, -1.1781], [0.1734, 2.5208, 0.6838], [-0.4131, 3.8929, -0.3206], [-0.1093, 2.9404, 3.0654], [-1.7393, 2.2173, 2.8692], [-1.6144, 3.6240, 3.7684], [4.3957, 0.2194, -2.7817], [2.9930, -0.3739, -2.4486], [2.9380, -1.8080, -2.0181], [1.4474, -2.1185, -1.6765], [1.3384, -3.6252, -1.2571], [2.3446, -4.0521, -0.1650], [1.5629, -5.0902, 0.6784], [0.1343, -5.0565, 0.2239], [-0.0107, -3.7460, -0.4962], [1.4153, -4.5945, -2.4128], [0.1012, -4.5717, -3.2739], [0.1438, -5.3585, -4.5894], [4.8086, 0.7268, -1.9097], [4.2685, 0.8818, -3.6379], [5.0692, -0.5166, -3.2208], [2.3457, -0.1979, -3.3077], [2.5664, 0.3363, -1.7404], [3.5322, -1.8967, -1.1086], [3.3195, -2.4432, -2.8176], [0.6480, -1.9434, -2.3965], [1.0944, -1.5342, -0.8267], [3.2698, -4.3707, -0.6451], [2.4692, -3.1021, 0.3547], [2.0562, -6.0622, 0.6762], [1.5690, -4.8106, 1.7319], [-0.1003, -5.9378, -0.3731], [-0.5659, -5.0531, 1.0593], [-0.9205, -3.5311, -1.0567], [-0.0600, -2.9922, 0.2896], [1.6858, -5.5694, -2.0072], [2.3150, -4.2359, -2.9128], [-0.1778, -3.5438, -3.5055], [-0.8079, -4.7763, -2.7083], [-0.7772, -5.2520, -5.1626], [0.2870, -6.4294, -4.4447], [0.9903, -5.0696, -5.2123], [-4.2369, 0.9025, 2.1370], [-4.5017, 1.4611, 3.2022], [-4.8607, 1.1018, 1.1299], [-3.4460, 0.0025, 2.0653], [0.6137, -0.2805, 2.0245], [1.5322, -1.0627, 1.7653], [-0.3888, -0.3728, 1.3856], [0.6939, 0.6043, 2.8956], [-2.7013, -0.8403, -2.2759], [-3.2121, 0.2073, -2.5821], [-2.0172, -0.9562, -1.2749], [-2.8926, -1.8714, -2.9839], [-3.1005, -3.8970, 1.8555], [-4.2635, -4.1367, 1.6835], [-2.5035, -3.0714, 1.1713], [-2.5773, -4.4323, 2.8382]], "total_energy_ha": -2026.80883, "spin_multiplicity": 2, "s2": 0.7567, "homo_lumo_gap_ev": [7.3, 2.9], "e_lumo_ev": [-0.66, -4.87]}